Entry 1:
{"formula": "C26H46F2N2O20Pt", "method": "wB97M-V/def2-TZVPD", "elements": ["Pt", "F", "F", "C", "C", "O", "C", "O", "O", "H", "H", "H", "H", "C", "C", "O", "C", "O", "O", "H", "H", "H", "H", "C", "C", "O", "C", "O", "O", "H", "H", "H", "H", "C", "C", "O", "C", "O", "O", "H", "H", "H", "H", "C", "C", "O", "C", "O", "O", "C", "H", "H", "H", "H", "H", "H", "H", "H", "C", "C", "O", "C", "O", "O", "C", "H", "H", "H", "H", "H", "H", "H", "H", "C", "O", "N", "C", "C", "H", "H", "H", "H", "H", "H", "H", "C", "O", "N", "C", "C", "H", "H", "H", "H", "H", "H", "H"], "coordinates": [[13.4771, 12.1451, 12.2581], [11.8054, 12.4913, 11.2045], [15.1484, 11.7116, 13.4638], [10.2926, 12.2506, 8.5330], [11.4473, 11.2906, 8.4080], [11.1872, 10.6576, 7.1185], [9.9053, 10.8269, 6.7638], [9.3421, 10.3150, 5.8770], [9.3298, 11.7107, 7.5867], [10.5947, 13.2134, 8.0896], [9.8969, 12.3047, 9.5582], [11.3923, 10.4688, 9.1202], [12.4149, 11.8042, 8.4079], [18.4054, 10.4766, 13.3999], [17.6455, 9.5463, 12.5031], [18.3814, 9.6877, 11.2586], [19.1485, 10.7670, 11.2084], [19.6832, 11.2000, 10.2925], [19.1462, 11.3091, 12.4832], [19.1274, 9.9774, 14.0632], [17.7267, 11.0851, 14.0031], [16.5835, 9.8233, 12.4425], [17.7482, 8.4713, 12.6773], [9.1478, 14.8775, 12.1792], [8.0312, 14.1370, 11.5210], [7.0585, 15.2330, 11.2711], [7.3083, 16.2499, 12.1180], [6.6431, 17.1973, 12.1810], [8.5063, 16.0870, 12.6963], [10.0025, 15.0629, 11.4996], [9.6491, 14.3226, 12.9975], [7.5350, 13.4316, 12.1864], [8.3264, 13.6825, 10.5761], [14.7025, 11.5023, 16.8541], [16.0549, 12.1349, 16.6604], [15.7648, 13.5344, 16.7977], [14.5328, 13.7235, 17.2832], [14.0220, 14.7452, 17.5312], [13.9530, 12.5284, 17.4855], [14.6702, 10.5857, 17.4779], [14.2771, 11.2420, 15.8816], [16.5135, 11.9655, 15.6927], [16.7264, 11.8787, 17.4808], [18.3047, 14.7839, 12.2649], [17.0818, 14.0529, 11.8158], [16.3987, 15.0639, 10.9724], [15.2670, 14.6733, 10.5246], [14.6701, 13.6787, 10.8710], [14.8720, 15.5594, 9.6605], [13.4856, 15.1157, 9.2093], [18.7467, 14.1300, 13.0266], [17.9396, 15.5809, 12.9096], [19.0391, 15.1434, 11.5392], [16.4903, 13.7434, 12.6865], [17.1920, 13.1751, 11.1745], [12.7702, 15.1789, 10.0251], [13.5217, 14.1381, 8.7575], [13.2655, 15.8387, 8.4279], [13.8292, 7.0790, 15.5743], [13.6726, 8.2703, 14.6860], [12.2470, 8.2027, 14.3570], [11.8300, 9.0555, 13.4343], [12.4946, 9.9729, 13.0478], [10.6517, 8.6912, 12.9405], [10.0617, 9.5960, 11.9339], [13.2075, 7.2353, 16.4570], [14.8916, 7.0515, 15.8678], [13.5911, 6.0985, 15.1461], [14.2368, 8.2906, 13.7570], [13.8499, 9.1656, 15.2820], [9.5873, 10.4091, 12.4539], [9.3681, 9.0002, 11.3539], [10.8336, 10.0306, 11.2844], [14.6783, 9.9791, 9.7151], [14.1610, 10.7655, 10.5001], [15.3264, 10.2444, 8.5473], [15.8811, 9.2005, 7.6977], [15.3288, 11.6052, 8.1291], [14.6698, 8.8916, 9.8912], [16.9643, 9.2022, 7.5371], [15.4172, 9.3646, 6.7089], [15.5020, 8.2176, 7.9893], [14.7362, 12.2090, 8.8302], [16.3700, 11.9485, 8.0324], [14.8845, 11.7397, 7.1359], [12.4983, 15.0191, 13.9620], [12.9940, 13.9744, 13.5993], [13.2461, 16.0377, 14.3903], [12.6973, 17.2340, 15.0839], [14.7472, 15.8249, 14.5468], [11.4048, 15.1684, 14.0109], [12.8905, 17.2420, 16.1514], [11.6013, 17.2102, 14.9761], [13.1315, 18.1428, 14.6464], [15.2498, 16.4018, 13.7408], [15.1387, 16.1836, 15.4918], [15.0388, 14.7697, 14.4099]], "lowdin_spin": [1.640, 0.056, 0.038, 0.001, 0.000, 0.000, 0.000, 0.000, 0.000, 0.000, 0.001, 0.000, 0.000, 0.000, 0.000, 0.000, 0.000, 0.000, 0.000, 0.000, 0.000, 0.000, 0.000, 0.000, 0.000, 0.000, 0.000, 0.000, 0.000, 0.000, 0.000, 0.000, 0.000, 0.000, 0.000, 0.000, 0.000, 0.000, 0.000, 0.000, 0.000, 0.000, 0.000, 0.000, 0.000, 0.001, 0.008, 0.054, 0.002, 0.000, 0.000, 0.000, 0.000, 0.000, 0.000, 0.000, 0.000, 0.000, 0.000, 0.000, 0.001, 0.005, 0.054, 0.000, 0.000, 0.000, 0.000, 0.000, 0.000, 0.000, 0.000, 0.000, 0.000, 0.007, 0.059, 0.000, 0.000, 0.000, 0.000, 0.000, 0.000, 0.000, 0.000, 0.000, 0.000, 0.007, 0.067, 0.001, 0.001, 0.000, 0.000, 0.000, 0.000, 0.000, 0.000, 0.000, 0.000], "homo_energy_ev": [-8.2, -9.0], "total_charge": 0, "orbital_gap_ev": [8.34, 8.80], "spin_multiplicity": 3, "lumo_ev": [0.097, -0.196], "s2": 2.00}

Entry 2:
{"formula": "C21H20CoF3N8O5S", "method": "wB97M-V/def2-TZVPD", "elements": ["Co", "C", "C", "O", "C", "C", "C", "N", "N", "C", "O", "C", "C", "C", "C", "C", "C", "H", "H", "H", "H", "H", "H", "H", "H", "H", "H", "H", "H", "N", "C", "N", "C", "N", "N", "C", "N", "C", "C", "C", "C", "C", "N", "H", "H", "H", "H", "H", "H", "H", "H", "F", "C", "F", "F", "S", "O", "O", "O"], "coordinates": [[-0.4338, -0.7609, 0.4760], [-3.1808, -0.9609, 3.6554], [-2.3722, -0.5255, 2.5053], [-1.3970, -1.1772, 2.1160], [-2.7378, 0.7870, 2.0439], [-2.4141, 1.2411, 0.7744], [-3.2471, 2.1645, -0.0558], [-1.2307, 0.8407, 0.1395], [-0.6364, 1.6056, -0.7212], [0.3529, 0.9692, -1.4152], [0.6660, -0.2402, -1.1166], [1.1422, 1.7061, -2.3541], [2.0981, 0.9442, -3.0205], [2.9390, 1.6435, -3.9279], [2.8751, 3.0249, -4.1177], [1.8857, 3.6762, -3.4638], [1.0521, 3.0774, -2.5120], [-2.6269, -0.9313, 4.6159], [-3.5394, -2.0104, 3.5275], [-4.1252, -0.3751, 3.7791], [-3.5140, 1.3904, 2.5025], [-3.5046, 3.0952, 0.5602], [-4.2226, 1.6572, -0.2587], [-2.7501, 2.4964, -0.9505], [2.1331, -0.1243, -2.9988], [3.7122, 1.1107, -4.5046], [3.5866, 3.5757, -4.7315], [1.7516, 4.7336, -3.7311], [0.2109, 3.6129, -2.0422], [0.3672, 2.2580, 2.3718], [1.3453, 1.4575, 1.8858], [2.5281, 2.0664, 1.6627], [3.5206, 1.1620, 1.2774], [4.7412, 1.7032, 1.0075], [3.3826, -0.1640, 1.1479], [2.1253, -0.5721, 1.3149], [1.0352, 0.1300, 1.6057], [1.8425, -2.0143, 1.0976], [2.7996, -3.0264, 1.1404], [2.4171, -4.3267, 0.9481], [1.0848, -4.6516, 0.6151], [0.1560, -3.6311, 0.5568], [0.5924, -2.3529, 0.7341], [0.7370, 3.0469, 2.9216], [-0.4475, 1.8201, 2.7416], [4.9008, 2.6297, 1.3401], [5.5316, 1.1118, 1.2781], [3.8192, -2.7504, 1.4557], [3.1370, -5.1329, 1.0249], [0.7981, -5.6815, 0.3612], [-0.8919, -3.7521, 0.3171], [-5.0833, -2.0718, -2.6969], [-4.3828, -1.7224, -1.6176], [-4.4997, -0.3294, -1.5528], [-4.8827, -2.2613, -0.4758], [-2.5627, -2.2418, -1.8012], [-2.5972, -3.6611, -1.9473], [-2.0691, -1.5263, -2.9707], [-1.9175, -1.7625, -0.5175]], "lowdin_spin": [2.693, 0.013, 0.059, 0.104, 0.110, 0.040, 0.003, 0.289, 0.188, 0.091, 0.173, 0.005, 0.013, -0.002, 0.013, -0.001, 0.017, 0.004, 0.000, 0.001, 0.005, 0.001, -0.001, 0.000, 0.001, 0.000, 0.001, 0.000, 0.000, 0.002, 0.011, 0.005, 0.003, 0.002, 0.001, 0.006, 0.043, 0.002, 0.001, -0.001, 0.002, 0.004, 0.036, 0.000, 0.002, 0.000, 0.000, 0.000, 0.000, 0.000, 0.001, 0.001, 0.003, 0.000, 0.000, 0.007, 0.005, 0.000, 0.041], "homo_energy_ev": [-7.5, -8.8], "total_charge": 0, "orbital_gap_ev": [6.93, 7.34], "spin_multiplicity": 5, "lumo_ev": [-0.588, -1.501], "s2": 6.03}

Entry 3:
{"formula": "FI2P", "method": "wB97M-V/def2-TZVPD", "elements": ["F", "P", "I", "I"], "coordinates": [[0.5814, 0.4270, 1.2122], [-1.6524, 0.1304, -1.0932], [0.0017, 0.2513, -2.7143], [-1.5181, 2.2664, -0.1327]], "lowdin_charge": [-0.738, -0.126, 0.396, 0.468], "homo_energy_ev": [-9.0, -9.0], "e_above_lowest_kj_mol": 415.6, "total_charge": 0, "orbital_gap_ev": [5.46, 5.49], "spin_multiplicity": 1, "lumo_ev": [-3.532, -3.525]}

Entry 4:
{"formula": "C27H28N2ReSi", "method": "wB97M-V/def2-TZVPD", "elements": ["C", "C", "C", "H", "C", "C", "H", "H", "H", "H", "Re", "C", "H", "H", "H", "Si", "C", "C", "H", "C", "H", "C", "H", "C", "H", "C", "H", "C", "C", "H", "C", "H", "C", "H", "C", "H", "C", "H", "H", "H", "N", "C", "C", "C", "C", "C", "C", "C", "C", "N", "C", "H", "H", "H", "H", "H", "H", "H", "H"], "coordinates": [[-2.8817, -0.1091, 0.8441], [-2.0055, -1.2305, 0.8368], [-1.7913, -1.6436, 2.2011], [-1.4858, -1.6734, -0.0233], [-2.5969, -0.7926, 3.0534], [-3.2583, 0.1908, 2.2242], [-4.0433, 0.9311, 2.5874], [-3.2762, 0.3770, -0.0509], [-1.0940, -2.3932, 2.5587], [-2.6304, -0.8816, 4.1545], [-1.0716, 0.4440, 1.9241], [0.3529, -0.3081, 0.6575], [0.4448, -1.2613, 1.2785], [-0.3685, 0.0436, -0.1683], [1.4128, -0.1234, 0.3246], [0.6722, -2.0790, -2.0438], [1.5028, -1.2285, -3.5958], [0.8310, -1.6139, -4.7478], [0.0883, -2.3597, -4.7295], [0.9622, -0.8955, -5.9455], [0.3170, -1.2296, -6.7861], [1.9040, 0.1055, -6.1019], [1.9641, 0.6518, -7.0508], [2.6864, 0.5012, -4.9909], [3.3342, 1.3678, -5.0881], [2.4022, -0.1068, -3.7418], [2.9259, 0.3159, -2.8901], [1.3783, -3.5577, -1.0198], [1.4722, -4.7941, -1.7599], [1.7035, -4.7499, -2.8391], [1.1426, -6.0172, -1.1322], [0.9873, -6.9106, -1.7530], [0.9178, -6.0747, 0.2492], [0.5601, -7.0149, 0.7042], [0.9958, -4.8916, 1.0237], [0.7782, -4.9467, 2.1010], [1.3460, -3.6654, 0.4083], [1.6987, -2.8684, 1.0636], [0.0037, 0.2870, 3.2582], [-0.1252, -3.0329, -2.8734], [-1.3155, 2.1753, 0.1306], [-0.5052, 3.2454, 0.6424], [0.5024, 3.8041, -0.0837], [1.1826, 4.8873, 0.4938], [0.8014, 5.3573, 1.7549], [-0.2106, 4.7032, 2.5359], [-0.5076, 4.9396, 3.9100], [-1.2605, 4.0171, 4.6487], [-1.5858, 2.8003, 4.0400], [-1.2636, 2.5217, 2.7549], [-0.7571, 3.5387, 1.9818], [-2.3225, 2.2576, 0.1572], [-1.1028, 1.8932, -0.8342], [0.7905, 3.3751, -1.0503], [1.9919, 5.3912, -0.0345], [1.2916, 6.2142, 2.2422], [-0.1435, 5.8655, 4.3433], [-1.5900, 4.2142, 5.6729], [-2.1518, 2.0373, 4.5726]], "lowdin_spin": [0.015, 0.025, 0.029, 0.029, 0.016, 0.007, 0.004, 0.004, 0.004, 0.004, 1.790, 0.085, 0.026, 0.055, 0.030, 0.455, 0.075, 0.031, 0.002, 0.001, 0.000, 0.021, 0.001, -0.003, 0.000, 0.019, 0.001, 0.089, 0.014, 0.002, 0.009, 0.001, -0.003, 0.000, 0.003, 0.000, 0.007, 0.001, 0.007, 0.038, 0.018, 0.007, 0.002, -0.001, 0.003, 0.001, 0.012, 0.000, 0.012, 0.029, 0.018, 0.001, 0.002, 0.000, 0.000, 0.000, 0.001, 0.000, 0.001], "homo_energy_ev": [-12.4, -13.1], "e_above_lowest_kj_mol": 532.7, "total_charge": 2, "orbital_gap_ev": [4.27, 4.60], "spin_multiplicity": 4, "lumo_ev": [-8.104, -8.490], "s2": 3.79}

Entry 5:
{"formula": "C3H6BrN3", "method": "wB97M-V/def2-TZVPD", "elements": ["C", "C", "C", "N", "N", "N", "Br", "H", "H", "H", "H", "H", "H"], "coordinates": [[-1.1691, 1.1109, -0.9609], [-0.1073, 1.1146, 0.0936], [1.4197, -0.8707, 0.6101], [-1.1770, -0.0301, -1.5755], [0.4127, -0.2105, -0.1495], [-0.2550, -0.8207, -1.0845], [-2.4462, -2.1442, 0.7907], [-1.8534, 1.8999, -1.1930], [0.6612, 1.8818, -0.0480], [-0.5110, 1.2134, 1.1095], [2.2736, -0.2080, 0.7639], [1.0253, -1.1786, 1.5821], [1.7267, -1.7577, 0.0615]], "lowdin_spin": [0.267, 0.077, 0.017, 0.000, 0.226, 0.367, 0.950, 0.014, 0.032, 0.036, 0.004, 0.009, 0.001], "homo_energy_ev": [-7.1, -10.2], "e_above_lowest_kj_mol": 0.0, "total_charge": 0, "orbital_gap_ev": [7.87, 6.92], "spin_multiplicity": 3, "lumo_ev": [0.812, -3.249], "s2": 2.02}

no.,DFT total energy (eV)
1,-80317.8732
2,-100875.1777
3,-28204.5347
4,-41418.3625
5,-77717.2545